No. 1
{"formula": "C3H6N2O", "method": "ωB97M-V with the def2-TZVPD basis set", "e_tot_ev": -8234.51450, "e_above_lowest_ev": 2.184, "mol_weight_g_mol": 86.09, "smiles": "[H]/N=C(\\C=O)CN", "lumo_energy_ev": -0.23, "homo_energy_ev": -9.366, "charge": 0, "homo_lumo_gap_ev": 9.132, "elements": ["H", "N", "C", "C", "O", "C", "N", "H", "H", "H", "H", "H"], "coordinates": [[-2.67416, -0.58240, 0.17301], [-1.76688, -1.05028, 0.33187], [-0.78668, -0.28298, 0.01159], [-0.95207, 1.06867, -0.61909], [-2.04061, 1.63142, -0.52859], [0.65935, -0.48144, 0.58196], [1.70731, 0.16626, -0.19024], [-0.15517, 1.38192, -1.30870], [0.68953, -0.15951, 1.62692], [0.82988, -1.56337, 0.58779], [2.56366, 0.24831, 0.35917], [1.92583, -0.37659, -1.02570]], "atomic_forces_ev_per_a": [[0.48, -0.16, -0.55], [1.27, 0.97, -0.05], [0.45, 0.13, 2.08], [-2.80, -0.02, -0.91], [1.80, -0.23, -0.11], [-0.68, -1.81, -0.87], [0.30, 0.40, -0.15], [-0.01, 0.46, 0.37], [-0.24, 0.23, -0.24], [-0.20, -0.11, 0.38], [-0.38, -0.05, -0.27], [-0.01, 0.18, 0.33]]}

***

No. 2
{"formula": "C54H113Cl2N10", "method": "ωB97M-V with the def2-TZVPD basis set", "e_tot_ev": -97725.59067, "mol_weight_g_mol": 973.47, "lumo_energy_ev": -9.94, "homo_energy_ev": -15.735, "charge": 5, "homo_lumo_gap_ev": 5.790, "elements": ["C", "C", "C", "C", "N", "C", "C", "C", "C", "C", "H", "H", "H", "H", "H", "H", "H", "H", "H", "H", "H", "H", "H", "H", "H", "H", "H", "H", "H", "H", "C", "C", "C", "C", "N", "C", "C", "C", "C", "C", "H", "H", "H", "H", "H", "H", "H", "H", "H", "H", "H", "H", "H", "H", "H", "H", "H", "H", "H", "H", "C", "C", "C", "C", "N", "C", "C", "C", "C", "C", "H", "H", "H", "H", "H", "H", "H", "H", "H", "H", "H", "H", "H", "H", "H", "H", "H", "H", "H", "H", "C", "C", "C", "C", "N", "C", "C", "C", "C", "C", "H", "H", "H", "H", "H", "H", "H", "H", "H", "H", "H", "H", "H", "H", "H", "H", "H", "H", "H", "H", "C", "C", "N", "C", "C", "N", "C", "C", "H", "H", "H", "H", "H", "H", "H", "H", "H", "H", "H", "C", "C", "N", "C", "C", "N", "C", "C", "H", "H", "H", "H", "H", "H", "H", "H", "H", "H", "H", "C", "C", "N", "C", "C", "N", "C", "C", "H", "H", "H", "H", "H", "H", "H", "H", "H", "H", "H", "Cl", "Cl"], "coordinates": [[-1.65148, 10.61258, -35.07237], [-2.77305, 10.72257, -33.97279], [-3.49154, 12.01782, -34.10253], [-4.75284, 11.84469, -33.18470], [-5.91144, 12.72639, -33.63866], [-6.44016, 12.32088, -35.05768], [-7.98006, 12.53976, -34.88006], [-8.16855, 11.83100, -33.54679], [-7.10618, 12.44308, -32.63963], [-5.48022, 14.21728, -33.46805], [-2.09027, 10.91726, -36.02250], [-1.24209, 9.62568, -35.28811], [-0.88524, 11.37215, -34.91738], [-2.43255, 10.42201, -32.98193], [-3.47267, 9.95654, -34.30721], [-3.75135, 12.40872, -35.08629], [-2.89070, 12.77940, -33.60545], [-4.62815, 12.35807, -32.23128], [-5.10106, 10.81185, -33.17562], [-5.91426, 13.01985, -35.70805], [-6.02217, 11.32989, -35.23471], [-8.24390, 13.59262, -34.97996], [-8.46173, 12.09544, -35.75108], [-9.20852, 11.85629, -33.22133], [-7.91460, 10.78224, -33.70071], [-7.44022, 13.21812, -31.94982], [-6.76754, 11.72298, -31.89471], [-6.41636, 14.75842, -33.60556], [-4.73701, 14.39723, -34.24481], [-5.05497, 14.35024, -32.47327], [1.74165, 24.80426, -32.57475], [0.63076, 25.78496, -33.01561], [-0.79886, 25.17219, -33.17787], [-0.74993, 24.08623, -34.27381], [-2.14136, 23.45273, -34.54278], [-3.16772, 24.44188, -35.11253], [-4.22652, 24.56734, -34.14564], [-4.30880, 23.21658, -33.54652], [-2.85465, 22.71283, -33.35123], [-1.93513, 22.30553, -35.55271], [1.95840, 23.98987, -33.26604], [1.60398, 24.32961, -31.60323], [2.74098, 25.19813, -32.38953], [0.82297, 26.17809, -34.01391], [0.54259, 26.67120, -32.38720], [-1.50716, 25.97486, -33.38312], [-0.83864, 24.73122, -32.18185], [-0.11375, 23.26669, -33.93952], [-0.32078, 24.41821, -35.21918], [-3.53757, 23.89054, -35.97702], [-2.63164, 25.34326, -35.40959], [-5.06926, 24.92864, -34.73500], [-4.05191, 25.26153, -33.32361], [-4.89336, 22.70602, -34.31184], [-4.85573, 23.24542, -32.60411], [-2.67012, 21.64171, -33.43344], [-2.40761, 23.19245, -32.48047], [-1.18012, 21.61837, -35.17078], [-1.56782, 22.73481, -36.48486], [-2.84379, 21.80020, -35.87996], [-1.17632, 10.76373, -25.96705], [-1.98265, 11.63568, -25.04589], [-2.36196, 13.04266, -25.56583], [-3.15551, 13.30414, -26.81982], [-4.69625, 12.76974, -26.86155], [-5.58299, 13.48601, -27.92507], [-7.06289, 13.49787, -27.45196], [-6.91957, 13.05893, -26.02920], [-5.55359, 12.95007, -25.50836], [-4.67579, 11.31777, -27.41474], [-0.80276, 9.97377, -25.31550], [-0.30670, 11.30844, -26.33466], [-1.76955, 10.47555, -26.83489], [-1.47673, 11.66247, -24.08079], [-2.89338, 11.06589, -24.86146], [-1.36583, 13.42938, -25.78091], [-2.78281, 13.66764, -24.77818], [-2.67769, 12.99775, -27.75037], [-3.20433, 14.39018, -26.89882], [-5.33900, 13.10628, -28.91723], [-5.24315, 14.51875, -27.84735], [-7.64831, 12.72833, -27.95514], [-7.49662, 14.49417, -27.53778], [-7.41915, 12.11216, -25.82392], [-7.44261, 13.81417, -25.44255], [-5.22467, 12.14821, -24.84734], [-5.19294, 13.85806, -25.02504], [-5.67005, 10.88732, -27.53423], [-4.10602, 10.58692, -26.84089], [-4.12561, 11.36132, -28.35469], [-8.63733, 17.35754, -26.29456], [-9.94590, 16.53209, -26.48646], [-11.13475, 17.41853, -26.89188], [-11.10642, 17.95351, -28.39158], [-12.37781, 18.74149, -28.80155], [-13.67559, 17.89458, -28.53046], [-14.66327, 18.45404, -29.47725], [-13.93627, 19.06901, -30.69469], [-12.39499, 19.01158, -30.31503], [-12.41610, 20.08692, -28.05186], [-8.36524, 17.99548, -27.13545], [-7.81701, 16.64166, -26.24267], [-8.63350, 17.88194, -25.33901], [-10.10806, 16.04909, -25.52287], [-9.89817, 15.82435, -27.31406], [-11.39135, 18.18128, -26.15672], [-11.97579, 16.72517, -26.89000], [-11.15245, 17.16096, -29.13847], [-10.11967, 18.23357, -28.76035], [-13.86264, 18.24659, -27.51597], [-13.50584, 16.81939, -28.47340], [-15.22159, 19.29060, -29.05709], [-15.26103, 17.64736, -29.90157], [-14.21235, 20.10740, -30.87807], [-14.08604, 18.49169, -31.60704], [-11.80938, 19.87264, -30.63710], [-11.97742, 18.10889, -30.76098], [-11.36911, 20.35953, -27.91917], [-12.86557, 20.12623, -27.05962], [-12.99063, 20.86893, -28.54833], [-8.54498, 18.51379, -41.06822], [-7.40861, 19.59238, -40.76897], [-6.11104, 18.93133, -40.40544], [-5.18472, 18.40993, -41.27452], [-4.21028, 17.72214, -40.58366], [-4.54959, 17.87124, -39.23312], [-5.70186, 18.70348, -39.12968], [-3.67485, 17.31331, -38.17346], [-9.43365, 19.07802, -41.35108], [-8.82306, 17.90625, -40.20702], [-8.40098, 17.87381, -41.93873], [-7.75872, 20.17347, -39.91583], [-7.21192, 20.24745, -41.61768], [-5.38442, 18.45147, -42.33508], [-3.32052, 17.15062, -40.80300], [-6.26262, 19.06958, -38.28238], [-4.06296, 16.33897, -37.87659], [-3.75045, 17.93889, -37.28405], [-2.65212, 17.47899, -38.51208], [-0.51231, 16.65744, -27.91921], [-0.81786, 18.03934, -27.16933], [-1.52947, 18.87119, -28.04280], [-1.23802, 19.16917, -29.37322], [-2.03771, 20.15964, -29.78303], [-3.05878, 20.26560, -28.82640], [-2.68413, 19.51754, -27.72458], [-4.20608, 21.15662, -29.00743], [-0.72951, 15.75325, -27.35054], [0.45294, 16.53520, -28.41059], [-1.19975, 16.53882, -28.75673], [0.01716, 18.52940, -26.66865], [-1.38704, 17.91758, -26.24775], [-0.36374, 18.74142, -29.84128], [-1.96487, 20.84364, -30.61564], [-3.10628, 19.52988, -26.73058], [-5.03616, 20.50035, -28.74595], [-4.28740, 21.49871, -30.03915], [-4.15812, 22.03220, -28.36000], [-3.06702, 18.09053, -34.08792], [-2.98030, 17.23875, -32.78119], [-4.21423, 17.49955, -31.90324], [-5.35153, 18.06623, -32.41807], [-6.21804, 18.18054, -31.25938], [-5.51752, 17.67749, -30.18935], [-4.24942, 17.34136, -30.60131], [-6.05348, 17.62217, -28.85979], [-2.10086, 18.20200, -34.58006], [-3.16705, 19.16969, -33.97169], [-3.74750, 17.66516, -34.82556], [-2.11146, 17.48210, -32.16963], [-3.05423, 16.18968, -33.06768], [-5.43676, 18.29436, -33.47025], [-7.20058, 18.60161, -31.10538], [-3.43922, 16.86979, -30.06502], [-5.33854, 17.79735, -28.05588], [-6.72216, 16.76938, -28.74270], [-6.69639, 18.49982, -28.92691], [-8.43558, 20.86313, -29.47951], [-4.52282, 16.81623, -25.49737]], "atomic_forces_ev_per_a": [[-0.51, 0.86, 0.19], [1.26, -1.93, -2.98], [-1.02, 0.73, 2.70], [-0.13, 2.07, -1.14], [-0.62, 0.29, 1.50], [0.21, 2.22, 1.34], [1.69, -1.07, -1.45], [-0.55, 0.30, -0.39], [0.04, -1.21, -0.06], [-0.97, -1.93, -1.03], [-0.30, -0.03, -0.11], [0.09, 0.07, 0.66], [0.39, -0.35, 0.24], [-0.03, 0.50, 0.08], [-0.20, -0.32, 0.33], [0.15, -0.67, -0.24], [0.17, 0.38, -0.24], [0.72, -1.27, 0.52], [0.00, 0.17, 0.35], [-0.34, -0.11, -0.37], [-0.71, -0.15, -0.04], [0.13, 0.13, 0.64], [-0.28, -0.41, 0.31], [0.23, 0.19, 0.45], [-0.13, -0.09, 0.00], [0.21, 1.04, -0.97], [0.32, -0.35, -0.39], [0.39, 0.40, 0.00], [-0.12, 0.28, 0.11], [-0.19, -0.05, -0.06], [0.25, -0.25, 0.38], [0.10, 0.10, -1.17], [1.83, -0.61, 0.18], [-0.83, -0.23, 1.28], [0.40, -2.29, -0.90], [2.49, -0.64, -1.35], [-0.60, 1.93, 1.45], [-0.84, -1.27, 0.31], [-0.16, 2.51, -0.96], [0.71, 1.22, -0.62], [-0.37, 0.01, -0.32], [-0.81, -0.06, 0.15], [-0.19, 0.90, -0.46], [0.69, 0.19, -0.02], [0.14, -0.25, 0.25], [-0.10, -0.21, 0.21], [-1.31, -0.25, 0.00], [-0.07, -0.05, 0.07], [-0.44, 0.24, -0.12], [-0.09, 0.53, -0.28], [-0.17, -0.06, -0.09], [-0.55, -0.24, 0.62], [0.28, 0.52, -0.37], [0.14, -1.18, 0.41], [-0.08, -0.32, -0.11], [-0.03, 0.27, 0.16], [-0.17, -0.46, 0.29], [-0.18, 0.05, 0.07], [0.32, 0.17, 0.11], [-0.29, 0.10, 0.80], [0.53, 0.76, 0.07], [-1.60, -0.15, -0.13], [0.79, -0.70, 0.78], [-1.53, 0.15, -0.33], [0.18, -1.00, -0.83], [0.94, 1.47, 0.95], [1.68, -1.24, -0.88], [-2.51, -0.26, 2.30], [3.30, 0.38, -1.29], [0.66, 0.21, 0.69], [-0.12, -0.55, -0.78], [0.19, -0.03, -0.10], [0.20, -0.59, 0.07], [-0.08, 0.62, -0.04], [-0.31, 0.00, 0.38], [-0.02, 0.74, -0.20], [0.06, -0.06, 0.12], [-0.21, -0.68, 0.03], [-0.62, 0.14, 0.17], [-0.15, -0.18, 0.16], [0.13, 0.17, -0.18], [-0.15, 0.40, -0.35], [0.04, -0.19, -0.15], [-0.30, 0.07, -0.28], [-0.05, -0.26, 0.44], [-0.66, -0.32, -0.21], [0.11, 0.32, -0.42], [-0.11, 0.49, -0.05], [-0.01, 0.51, 0.67], [-0.38, 0.13, -0.15], [0.02, -1.35, -0.39], [0.63, 2.11, -0.43], [-1.01, -0.44, -1.13], [-0.43, -1.56, 0.22], [1.06, 0.58, 0.23], [1.52, 1.77, 1.69], [-0.66, 0.27, -1.83], [2.03, 0.16, 0.39], [-1.33, -0.79, 0.02], [0.40, 0.18, 0.12], [-0.41, 0.41, 0.12], [0.30, -0.05, 0.28], [-0.10, 0.24, -0.28], [-0.46, -0.26, -0.31], [0.50, -0.50, 0.23], [0.36, 0.28, -0.17], [-0.32, 0.11, 0.22], [-0.68, -1.14, 0.58], [-0.18, 2.18, 0.55], [-0.48, -0.62, 0.09], [0.29, 0.19, -0.64], [-0.44, -0.65, 0.30], [-0.63, 0.30, 0.59], [-0.21, -0.18, 0.01], [-0.04, 0.16, 0.06], [0.04, -0.01, 0.58], [0.15, 0.05, 0.01], [-0.09, 0.35, -0.35], [-0.02, -1.15, 0.08], [0.29, -0.33, -0.74], [0.39, 1.13, -0.31], [-0.87, -1.68, -0.27], [0.89, 0.02, 1.75], [-0.03, -0.95, -0.53], [-1.72, 1.05, 1.43], [-1.59, 1.96, -0.06], [1.78, -2.10, -2.34], [-1.05, 1.42, 0.22], [-0.04, 0.20, 0.21], [0.33, 0.10, 0.09], [0.62, 0.00, 0.13], [0.38, 0.10, -0.05], [-0.10, -0.11, 0.08], [0.27, 0.11, 0.03], [-0.23, 0.15, -0.52], [0.39, -0.33, 0.19], [0.76, -0.24, -0.44], [-0.22, 0.18, -0.02], [-0.03, -0.98, 0.01], [-0.48, 0.46, 0.16], [1.25, -2.96, 1.30], [-3.08, 2.21, -1.58], [1.95, -0.16, 0.97], [-1.66, -0.34, 0.48], [2.33, -0.02, 0.89], [0.91, 0.80, -2.11], [-0.50, -0.51, 0.82], [0.32, 0.37, 0.57], [0.30, 0.40, 0.56], [-0.41, 0.37, -0.08], [0.73, 0.15, -1.07], [-0.84, -0.65, -0.38], [0.02, 0.18, 0.12], [-0.28, -0.39, -0.10], [-0.46, -0.25, -0.07], [-0.61, 0.77, -0.14], [0.13, -0.35, 0.07], [-0.03, -0.20, 0.11], [1.18, 0.11, 0.29], [-1.55, 1.03, -0.34], [1.83, 0.68, -2.45], [-1.99, -0.26, 3.46], [2.09, -0.51, -2.23], [2.51, -0.25, -1.85], [-2.00, -0.44, 0.54], [-1.34, 1.29, 0.34], [0.41, -1.14, 0.01], [-1.12, -0.03, 0.64], [-0.13, 0.22, 0.20], [-0.02, -0.24, -0.19], [0.49, 0.01, 0.24], [-0.28, 0.10, 0.42], [-0.15, 0.22, -0.07], [-0.29, 0.20, 0.44], [0.16, -0.62, 0.00], [0.46, -0.17, 0.23], [-0.52, 0.19, 0.92], [0.40, -0.84, -0.27], [0.22, -0.17, -0.94]]}

***

No. 3
{"formula": "C5H8N2", "method": "ωB97M-V with the def2-TZVPD basis set", "e_tot_ev": -8292.49727, "e_above_lowest_ev": 2.499, "mol_weight_g_mol": 96.13, "smiles": "CC1=C[C@@H](C)N=N1", "lumo_energy_ev": 0.53, "homo_energy_ev": -9.146, "charge": 0, "homo_lumo_gap_ev": 9.680, "elements": ["C", "C", "C", "C", "C", "N", "N", "H", "H", "H", "H", "H", "H", "H", "H"], "coordinates": [[-2.28252, -0.75289, 0.17895], [-0.95607, -0.18585, -0.20561], [-0.37430, 1.00265, 0.06139], [0.98837, 0.86949, -0.50021], [2.07276, -0.00171, 0.40615], [0.93479, -0.32920, -1.31078], [-0.09286, -0.98612, -0.99052], [-3.09524, -0.10446, -0.15817], [-2.36697, -0.86135, 1.26510], [-2.41146, -1.73801, -0.27767], [-0.82614, 1.85902, 0.55946], [1.49795, 1.76078, -0.88523], [2.81764, -0.60384, -0.15036], [1.50836, -0.69124, 1.04400], [2.58570, 0.76272, 0.96350]], "atomic_forces_ev_per_a": [[-0.10, 0.01, 0.03], [-0.13, 0.30, 0.19], [0.27, -0.51, 0.23], [0.76, -0.72, 0.27], [-0.02, 0.79, 0.52], [-0.80, -0.53, -0.89], [-0.10, 0.22, -0.70], [0.05, -0.06, 0.05], [0.00, 0.01, -0.15], [0.04, 0.18, 0.05], [0.36, -0.34, 0.01], [-0.15, -0.50, -0.19], [-0.61, 0.72, 0.01], [0.10, 0.39, -0.07], [0.32, 0.05, 0.64]]}

***

No. 4
{"formula": "C8H13Cl", "method": "ωB97M-V with the def2-TZVPD basis set", "e_tot_ev": -21025.57220, "e_above_lowest_ev": 1.912, "mol_weight_g_mol": 144.65, "smiles": "C=C[C@]1(Cl)[C@H](C)C1(C)C", "lumo_energy_ev": 0.92, "homo_energy_ev": -8.129, "charge": 0, "homo_lumo_gap_ev": 9.054, "elements": ["C", "C", "C", "Cl", "C", "C", "C", "C", "C", "H", "H", "H", "H", "H", "H", "H", "H", "H", "H", "H", "H", "H"], "coordinates": [[-1.72833, 0.98190, 1.74358], [-0.65739, 1.48922, 1.10599], [0.52681, 0.77001, 0.50197], [2.07934, 1.40240, 1.09634], [0.68342, 0.32067, -1.23875], [-0.50404, 0.83507, -1.95521], [0.64135, -0.61021, -0.06465], [-0.64380, -1.36588, 0.18229], [1.85451, -1.49067, 0.15137], [-2.39421, 1.60068, 2.23802], [-2.05493, 0.03252, 1.70972], [-0.31646, 2.55276, 1.13484], [1.62603, 0.68575, -1.70864], [-0.62224, 0.12063, -2.88051], [-0.60033, 1.90497, -2.27312], [-1.49978, 0.57707, -1.34287], [-0.98795, -1.26485, 1.22763], [-0.48838, -2.51198, 0.02305], [-1.37642, -1.05674, -0.42589], [2.76010, -0.83504, -0.06573], [1.81899, -2.36857, -0.29643], [1.88370, -1.76971, 1.13701]], "atomic_forces_ev_per_a": [[2.16, 2.80, -1.46], [1.58, -0.17, 0.24], [1.31, -0.64, -2.39], [-0.25, 0.41, 0.25], [-0.08, 3.03, 2.33], [-3.57, -2.53, -1.12], [-0.89, -0.89, -0.06], [2.40, -3.78, 2.21], [1.19, 6.01, 0.49], [-1.06, 1.56, 0.84], [-0.59, -3.09, -0.10], [-1.14, -0.68, 0.36], [-0.44, -0.73, 0.96], [-0.01, 1.62, 1.13], [0.66, -1.00, 0.39], [2.12, 0.87, -1.31], [0.53, -0.27, -0.65], [-0.29, 1.93, 0.07], [-2.86, 0.95, -2.14], [-0.84, -1.44, 0.13], [-0.18, -3.68, -3.08], [0.26, -0.29, 2.89]]}